{
  "formula": "C2H2S",
  "method": "ωB97M-V with the def2-TZVPD basis set",
  "lumo_ha": 0.02106,
  "de_lowest_ev": 0.973,
  "multiplicity": 1,
  "smiles": "C#CS",
  "orbital_gap_ev": 9.6,
  "symbols": ["C", "C", "S", "H", "H"],
  "positions_angstrom": [[-0.780922, -0.201910, -1.038609], [-0.185163, -0.037404, 0.006694], [0.518989, 0.583026, 1.378510], [-1.323064, -0.191125, -1.887653], [1.770160, -0.152586, 1.541058]],
  "atomic_forces_ev_per_a": [[1.81, 0.37, 3.48], [-0.41, -0.32, -1.93], [1.98, -0.58, 1.38], [-1.34, -0.31, -2.27], [-2.05, 0.84, -0.65]]
}

---

{
  "formula": "C2H3O2S3",
  "method": "ωB97M-V with the def2-TZVPD basis set",
  "lumo_ha": 0.12115,
  "charge": -1,
  "de_lowest_ev": 0.000,
  "multiplicity": 1,
  "orbital_gap_ev": 7.7,
  "symbols": ["C", "C", "O", "O", "S", "S", "S", "H", "H", "H"],
  "positions_angstrom": [[1.709353, -0.328437, 0.061133], [-2.281921, 0.310605, -0.017926], [1.178111, -1.415803, -0.070793], [2.993571, -0.144477, 0.407206], [-1.844183, -1.263012, -0.192821], [-3.831315, 0.716751, 0.049157], [1.104994, 1.295673, -0.287366], [-1.580325, 1.107611, 0.049633], [-0.452170, -1.127716, -0.269914], [3.003887, 0.848803, 0.271692]],
  "atomic_forces_ev_per_a": [[-0.43, 1.86, -0.99], [-0.60, 0.96, 0.07], [0.57, -0.22, 0.44], [0.85, -0.42, 0.29], [1.31, -1.64, -0.31], [-1.84, 0.67, 0.15], [-1.00, -0.24, -0.13], [1.10, 0.11, -0.03], [-0.45, -0.18, 0.12], [0.48, -0.89, 0.38]]
}

---

We obtain highest occupied orbital energy values of -0.333; -0.163 Ha for the records listed above, in that order.